110
Properties=species:S:1:pos:R:3:lowdin_charge:R:1 method="wB97M-V/def2-TZVPD" gap_ev=9.62 smiles="O=C1CCCO1.O=C1CCCO1.O=C1CCCO1.O=C1CCCO1.O=C1CCCO1.O=C1CCCO1.O=C1CCCO1.C1CCOC1.C1CCOC1" energy_ha=-2610.36168 e_above_lowest_kj_mol=223.11 total_charge=0
O -1.7034 -3.3913 0.0215 0.070
C -0.7861 -3.7691 0.7576 -0.458
C 0.4351 -4.5919 0.4040 -0.026
C 1.0924 -4.7453 1.8265 -0.108
C 0.4772 -3.6014 2.6250 -0.209
O -0.6733 -3.2795 1.9763 0.027
H 0.1467 -5.5493 -0.0297 0.126
H 1.1240 -4.0109 -0.2091 0.098
H 0.8654 -5.6980 2.3050 0.113
H 2.1774 -4.6579 1.8838 0.101
H 0.2444 -3.9063 3.6453 0.134
H 1.0927 -2.7021 2.6467 0.106
O 0.5755 -1.8509 7.5548 0.063
C -0.0948 -1.3244 6.6372 -0.438
C -1.5898 -1.0835 6.6681 -0.078
C -1.8848 -1.1170 5.1496 -0.126
C -0.6097 -0.4889 4.5152 -0.128
O 0.4297 -0.8590 5.4703 0.000
H -2.1070 -1.8962 7.1782 0.122
H -1.7702 -0.1998 7.2801 0.132
H -2.0670 -2.1133 4.7466 0.114
H -2.7914 -0.5157 5.0834 0.110
H -0.4206 -0.9052 3.5258 0.100
H -0.6367 0.5896 4.3596 0.108
O -1.9436 1.8342 -3.7672 0.101
C -1.7770 3.0458 -3.8951 -0.437
C -2.4693 4.0601 -4.8223 -0.070
C -2.3064 5.3379 -4.1015 -0.177
C -0.9937 5.1182 -3.3831 -0.157
O -0.9169 3.7067 -3.1326 0.031
H -1.9787 3.9636 -5.7908 0.140
H -3.5320 3.8657 -4.9670 0.133
H -2.2360 6.2002 -4.7644 0.122
H -3.0499 5.7008 -3.3918 0.123
H -0.2056 5.5687 -3.9864 0.128
H -0.8983 5.7503 -2.5003 0.112
O -2.0754 5.6991 3.5409 0.089
C -1.6364 5.5769 2.3968 -0.481
C -2.0069 4.6596 1.2661 -0.065
C -0.6937 4.5514 0.5111 -0.159
C -0.1195 5.9503 0.7595 -0.137
O -0.5734 6.2908 2.0788 0.039
H -2.3681 3.6996 1.6349 0.127
H -2.7337 5.0796 0.5707 0.129
H -0.0625 3.8260 1.0244 0.090
H -0.7000 4.3939 -0.5674 0.091
H 0.9675 5.9014 0.8239 0.128
H -0.4594 6.7113 0.0571 0.121
O -4.6280 -0.9699 -3.7891 0.092
C -4.6925 -0.8957 -2.5717 -0.456
C -3.8850 -1.7010 -1.5323 -0.066
C -4.5064 -1.1924 -0.2425 -0.154
C -5.8169 -0.4309 -0.5859 -0.134
O -5.6987 -0.2277 -1.9947 0.018
H -4.0431 -2.7789 -1.5677 0.128
H -2.8503 -1.4123 -1.7169 0.094
H -4.7559 -1.9206 0.5292 0.115
H -3.8745 -0.4411 0.2312 0.097
H -6.7021 -1.0259 -0.3612 0.122
H -5.8197 0.5387 -0.0879 0.120
O 1.2731 -1.2381 0.6631 0.100
C 0.6183 -0.3680 0.1229 -0.453
C -0.8278 -0.0038 0.3707 -0.055
C -1.0825 0.8716 -0.8147 -0.151
C 0.2666 1.4356 -1.2088 -0.152
O 1.1687 0.4941 -0.7111 0.041
H -1.4140 -0.9221 0.4030 0.105
H -0.9338 0.5634 1.2955 0.126
H -1.6078 0.2900 -1.5722 0.097
H -1.7406 1.7077 -0.5783 0.117
H 0.3663 1.4885 -2.2929 0.116
H 0.4773 2.3993 -0.7452 0.109
O 0.5047 2.2708 2.9845 0.050
C 1.6938 1.9915 2.6818 -0.463
C 2.5781 0.9578 3.3432 -0.050
C 3.7384 0.7967 2.3915 -0.135
C 3.6430 2.0624 1.5327 -0.123
O 2.2954 2.4821 1.6535 0.053
H 2.9520 1.4523 4.2397 0.140
H 1.9970 0.0963 3.6721 0.114
H 4.7115 0.7995 2.8824 0.119
H 3.7508 -0.1263 1.8117 0.080
H 4.3881 2.7913 1.8514 0.130
H 3.8629 1.7811 0.5029 0.128
C 4.4570 -2.1548 -0.4734 -0.143
C 4.0616 -3.4642 -1.1140 -0.186
C 4.7249 -4.5107 -0.2348 -0.162
O 4.8839 -3.8613 1.0605 -0.151
C 4.3306 -2.5689 1.0078 -0.230
H 3.8436 -1.2899 -0.7262 0.105
H 5.5109 -2.0088 -0.7101 0.119
H 4.2639 -3.5671 -2.1801 0.112
H 2.9861 -3.5893 -0.9886 0.086
H 5.7614 -4.6835 -0.5245 0.119
H 4.1238 -5.4086 -0.0913 0.115
H 4.8405 -1.8586 1.6586 0.105
H 3.3118 -2.6454 1.3877 0.090
C 1.6219 -2.3617 -4.1852 -0.185
C 0.3784 -1.7172 -3.6917 -0.175
C -0.4911 -1.7671 -4.9614 -0.159
O 0.4711 -1.4023 -5.9596 -0.146
C 1.7794 -1.8446 -5.6352 -0.189
H 1.4716 -3.4413 -4.1945 0.110
H 2.5653 -2.2747 -3.6463 0.096
H 0.5999 -0.6904 -3.4006 0.101
H -0.1037 -2.0254 -2.7639 0.110
H -1.2154 -0.9619 -4.8389 0.115
H -0.9517 -2.7230 -5.2110 0.124
H 2.4913 -1.0192 -5.6466 0.112
H 2.1192 -2.6008 -6.3429 0.113

83
Properties=species:S:1:pos:R:3:lowdin_charge:R:1 method="wB97M-V/def2-TZVPD" gap_ev=6.31 energy_ha=-3447.23865 e_above_lowest_kj_mol=46.21 total_charge=+2
Tl -0.7692 -0.5789 -0.2796 0.977
O 0.8372 1.3999 1.3533 -0.640
S 0.5570 2.7054 0.6799 1.074
C 0.4425 2.2898 -1.0851 -0.370
C -0.1494 3.2314 -1.9207 -0.061
C -0.0523 3.1119 -3.2953 -0.030
C 0.6766 2.0643 -3.8384 -0.042
C 1.2643 1.1193 -3.0141 -0.078
C 1.1616 1.1965 -1.6238 -0.378
P 1.8587 -0.1842 -0.5896 1.034
C 3.2758 0.5567 0.2310 -0.395
C 4.0358 1.5153 -0.4326 -0.079
C 5.1579 2.0421 0.1887 -0.050
C 5.5164 1.6127 1.4576 -0.047
C 4.7555 0.6567 2.1181 -0.048
C 3.6306 0.1281 1.5090 -0.078
C 2.5253 -1.4025 -1.7426 -0.370
C 1.6600 -2.2175 -2.4734 -0.110
C 2.1594 -3.2228 -3.2806 -0.048
C 3.5306 -3.4432 -3.3488 -0.041
C 4.3959 -2.6527 -2.6102 -0.045
C 3.8992 -1.6368 -1.8074 -0.057
C -1.1227 3.0600 1.1919 -0.362
C -1.5243 4.3830 1.1061 -0.072
C -2.7510 4.7713 1.6293 -0.026
C -3.5351 3.8400 2.2880 -0.024
C -3.1095 2.5234 2.4133 -0.058
C -1.9011 2.1033 1.8661 -0.310
P -1.4128 0.3508 2.0717 1.000
C -0.3460 0.1640 3.5060 -0.377
C -0.3061 1.1430 4.4937 -0.056
C 0.5135 0.9609 5.5969 -0.044
C 1.2869 -0.1857 5.7121 -0.045
C 1.2486 -1.1581 4.7215 -0.058
C 0.4365 -0.9820 3.6140 -0.106
C -2.9475 -0.5441 2.3787 -0.395
C -3.9652 -0.4541 1.4261 -0.133
C -5.1071 -1.2211 1.5556 -0.055
C -5.2364 -2.0968 2.6298 -0.044
C -4.2262 -2.1964 3.5734 -0.044
C -3.0769 -1.4247 3.4504 -0.056
H -0.6720 4.0811 -1.4978 0.110
H -0.5139 3.8516 -3.9345 0.126
H 0.8033 1.9880 -4.9105 0.127
H 1.8286 0.3086 -3.4579 0.116
H 3.7637 1.8466 -1.4272 0.116
H 5.7547 2.7867 -0.3198 0.117
H 6.3935 2.0275 1.9353 0.118
H 5.0364 0.3305 3.1100 0.115
H 3.0208 -0.5994 2.0289 0.102
H 0.5844 -2.0774 -2.4210 0.061
H 1.4818 -3.8484 -3.8451 0.109
H 3.9189 -4.2393 -3.9692 0.119
H 5.4628 -2.8237 -2.6518 0.119
H 4.5874 -1.0272 -1.2381 0.106
H -0.8622 5.1226 0.6703 0.121
H -3.0677 5.8018 1.5510 0.126
H -4.4748 4.1359 2.7334 0.125
H -3.7304 1.8231 2.9560 0.120
H -0.9029 2.0426 4.4116 0.114
H 0.5470 1.7193 6.3669 0.119
H 1.9216 -0.3221 6.5768 0.118
H 1.8507 -2.0520 4.8125 0.117
H 0.4169 -1.7424 2.8400 0.109
H -3.8903 0.2503 0.6013 0.105
H -5.9047 -1.1286 0.8309 0.117
H -6.1330 -2.6930 2.7303 0.119
H -4.3286 -2.8676 4.4149 0.120
H -2.3004 -1.4994 4.2003 0.110
Cl -0.9836 -4.7760 -6.3831 0.731
C -1.3175 -3.5923 -5.1672 -0.657
C -2.1085 -3.9343 -4.0761 -0.072
C -2.3638 -2.9895 -3.1018 -0.020
C -1.8296 -1.7014 -3.1953 -0.351
C -2.1558 -0.6899 -2.2004 -0.118
C -1.0408 -1.3828 -4.3014 -0.040
C -0.7871 -2.3176 -5.2896 -0.084
H -2.5160 -4.9335 -4.0162 0.118
H -2.9882 -3.2440 -2.2539 0.126
H -3.0251 -0.8545 -1.5767 0.034
H -1.9369 0.3507 -2.4171 0.052
H -0.6406 -0.3823 -4.3839 0.104
H -0.1853 -2.0769 -6.1546 0.119

73
Properties=species:S:1:pos:R:3:lowdin_charge:R:1 method="wB97M-V/def2-TZVPD" gap_ev=5.02 energy_ha=-4002.14439 e_above_lowest_kj_mol=0.00 total_charge=0
C -0.9557 -0.7531 3.5269 -0.099
C -0.8917 0.8054 3.4484 -0.176
C -0.7248 1.3472 1.9781 -0.213
O 0.1036 0.4490 1.2511 -0.180
C 0.3859 0.8325 -0.1057 -0.244
B 1.9199 1.4147 0.1348 -0.583
O 2.6471 2.0741 -0.8539 0.158
O 2.5735 1.2326 1.3662 0.118
N -0.4478 1.9848 -0.5878 0.102
C -0.2341 3.4278 -0.4303 -0.007
C 0.4962 4.0880 -1.6622 -0.235
O 1.1220 5.0742 -1.5700 0.138
C -1.4445 1.4346 -1.1968 -0.086
N -2.5660 2.1292 -1.7781 0.166
C -2.2529 3.0439 -2.8120 -0.483
O -2.2455 4.1898 -2.7518 0.257
F -1.9778 2.5133 -4.0313 0.146
C -3.5304 2.5945 -0.8249 -0.454
O -3.6309 3.6419 -0.3538 0.264
F -4.3835 1.6384 -0.4001 0.136
C -1.3981 -0.1830 -1.3259 -0.523
S -2.3734 -0.9648 0.0469 0.961
N -2.0519 -0.3642 -2.5841 -0.101
C -3.1250 -1.3128 -2.7946 -0.353
C -4.5949 -0.7788 -2.5500 -0.097
C 0.2130 -0.3113 -1.2059 -0.286
C 0.8660 0.2659 -2.5242 -0.150
C 2.3244 -0.2861 -2.8030 -0.150
C 3.1278 0.7757 -3.6586 -0.222
O 4.4957 0.7230 -3.2089 -0.082
C 0.8090 -1.6949 -0.8441 -0.587
I 1.9138 -2.0571 0.9851 1.257
C 0.7532 -2.8056 -1.6088 -0.734
C 1.3633 -4.1650 -1.1717 -0.240
I -0.1266 -2.8845 -3.5495 1.053
H -1.1952 -1.0234 4.5754 0.089
H -1.6563 -1.2128 2.8027 0.046
H 0.0749 -1.1246 3.3639 0.019
H 0.0480 1.1118 3.9667 0.118
H -1.7078 1.3271 3.9900 0.113
H -1.7454 1.5261 1.5716 0.100
H -0.1712 2.3166 2.0957 0.123
H 3.3257 2.5937 -0.3843 0.141
H 2.6738 2.1103 1.7765 0.127
H 0.2337 3.7265 0.5232 0.151
H -1.2478 3.8992 -0.4271 0.139
H 0.4105 3.5988 -2.6724 0.139
H -2.9263 0.0442 0.7744 -0.089
H -1.7542 0.1973 -3.3640 0.103
H -3.1309 -1.5392 -3.8916 0.103
H -2.9907 -2.3202 -2.3449 0.080
H -4.7332 0.2526 -2.9187 0.065
H -5.2517 -1.5113 -3.0737 0.079
H -4.8422 -0.8971 -1.4738 0.045
H 0.2950 -0.0016 -3.4413 0.076
H 0.9583 1.3691 -2.5540 0.087
H 2.9057 -0.3928 -1.8632 0.112
H 2.2997 -1.2309 -3.3788 0.074
H 3.1558 0.5103 -4.7318 0.126
H 2.7718 1.8125 -3.4787 0.106
H 4.5621 1.2781 -2.4193 0.072
H 1.2541 -4.9206 -1.9808 0.047
H 2.4577 -4.0409 -1.0313 0.056
H 0.8571 -4.5698 -0.2744 0.074
N 2.9285 -2.9447 6.4731 -0.301
S 2.2959 -3.2854 5.0741 0.476
O 1.0993 -2.5791 4.7108 -0.330
O 2.3963 -4.6388 4.6231 -0.285
F 3.3716 -2.5690 4.1216 -0.240
S 2.0455 -3.4656 7.6736 0.474
O 2.4233 -2.8929 8.9275 -0.294
O 1.7216 -4.8580 7.6944 -0.286
F 0.6282 -2.7748 7.4166 -0.207